Record 1
Here is 12 unconnected molecules or ions with the total composition C26H76N6O12 at a distorted geometry from the OMol25 dataset. Energies are from ωB97M-V/def2-TZVPD.

The calculation puts the HOMO energy at -8.30 eV. The calculation puts the orbital gap at 8.429 eV.

Geometry as ORCA input:
```
! RIJCOSX wB97M-V def2-TZVPD def2/J DEFGRID3
* xyz 0 1
C -0.4675 -0.0394 0.1521
O 0.3247 -1.0885 -0.4662
H -0.5633 -0.1537 1.2308
H -1.4796 0.2696 -0.1667
H 0.1309 0.8310 0.1170
H 1.1692 -1.1101 -0.0003
C -3.5640 -2.3015 0.3298
O -4.7642 -2.0873 -0.3145
H -3.1489 -1.3617 0.5882
H -2.9091 -2.7760 -0.3502
H -3.6328 -2.8524 1.1810
H -5.4154 -1.6429 0.2236
C 0.2183 1.2799 4.8047
O 0.1478 0.7772 3.4970
N 0.1094 2.5581 4.9630
N 0.4143 0.5363 5.8455
H -0.2005 3.0121 4.1354
H 0.3120 3.0526 5.8251
H 0.2163 -0.4653 5.7433
H 0.4017 1.0184 6.7605
C 2.4972 -0.5748 1.6627
O 2.8661 0.7902 1.6340
N 1.7560 -0.9979 2.6132
N 2.6133 -1.4466 0.7043
H 1.3140 -0.1603 2.9969
H 1.1483 -1.7744 2.5188
H 3.2894 -1.2265 -0.1103
H 2.4104 -2.4290 0.8747
C -3.7099 0.7716 -1.8365
O -2.7891 1.7000 -2.2019
N -3.4079 -0.4730 -2.0528
N -4.8948 0.9863 -1.3919
H -2.4207 -0.6713 -2.3782
H -3.6617 -1.2764 -1.4017
H -4.9272 1.9489 -1.1145
H -5.5395 0.3118 -1.0725
C -0.3467 -1.7477 -4.7777
C -0.1059 -1.1148 -3.4786
C 0.0731 0.3435 -3.5742
O -1.0133 -1.3001 -2.6654
H -1.3528 -1.5822 -5.2050
H -0.2732 -2.7767 -4.6306
H 0.4382 -1.3935 -5.5045
H 0.7477 -1.5907 -2.9576
H 1.0360 0.6698 -3.8868
H -0.0196 0.8450 -2.6231
H -0.6698 0.7698 -4.2167
H -0.6643 -1.0734 -1.8257
C -1.8385 3.4966 0.6900
C -0.9791 3.0031 1.8689
C 0.4842 3.3723 1.6394
O -1.3546 3.5494 2.9362
H -2.8459 3.7387 0.9842
H -2.0592 2.7971 -0.1750
H -1.4122 4.3649 0.2411
H -1.1514 1.9460 1.9777
H 0.7712 4.4057 1.5559
H 1.0087 2.9701 0.7236
H 1.0425 3.0143 2.4406
H -1.5175 4.4839 2.7738
C 5.2185 1.3232 -2.3924
C 4.4126 0.7989 -1.2667
C 2.9778 1.2513 -1.4867
O 4.4880 -0.4692 -1.0897
H 5.4208 2.3917 -2.5072
H 4.8761 0.8998 -3.3011
H 6.2104 0.8755 -2.1590
H 4.8039 1.2734 -0.3790
H 2.2461 0.8168 -0.7626
H 2.6367 0.7587 -2.4360
H 2.8492 2.2779 -1.4201
H 5.3938 -0.6903 -1.0825
C 0.3993 3.7102 -1.8044
C -0.4920 4.0399 -2.9841
C -1.8119 4.7511 -2.5881
O -0.0189 4.7565 -3.8750
H 0.0722 2.7776 -1.3262
H 0.5244 4.6365 -1.2202
H 1.3843 3.4884 -2.1311
H -0.7908 3.1212 -3.4026
H -2.5857 4.7291 -3.2709
H -1.6712 5.7451 -2.2228
H -2.0504 4.2343 -1.7060
H -0.4658 4.5074 -4.7171
C 1.1577 -4.3853 3.3057
C 0.4418 -4.1510 2.0741
C -0.7642 -3.1488 2.2983
O 1.1661 -3.7894 1.0876
H 2.0012 -5.1089 3.3831
H 0.4903 -4.6290 4.0999
H 1.6326 -3.4848 3.6805
H 0.0058 -5.1349 1.8348
H -0.4898 -2.1514 2.6173
H -1.5013 -3.5128 2.9699
H -1.4173 -2.9842 1.4059
H 1.6655 -4.5437 0.8130
C 2.6260 -3.1876 -2.0950
C 3.9370 -3.9262 -1.8434
C 4.6296 -3.9222 -3.1965
O 4.7608 -3.4077 -1.0864
H 1.9317 -3.2313 -1.3003
H 1.9834 -3.5234 -2.8567
H 2.8174 -2.1232 -2.0823
H 3.6251 -4.9554 -1.5963
H 3.9257 -4.2759 -3.9458
H 5.5296 -4.4720 -3.3264
H 4.8755 -2.9104 -3.4191
H 4.4689 -3.4863 -0.2188
C -2.9796 -0.4164 3.3229
C -4.0777 0.5726 3.0400
C -3.9930 0.9701 1.5488
O -5.2107 0.1721 3.2846
H -2.3562 -0.5290 2.5125
H -3.3740 -1.3691 3.6658
H -2.2492 -0.0125 4.1295
H -3.9205 1.4579 3.7695
H -4.6456 0.3555 0.8768
H -2.9446 0.9580 1.3013
H -4.2561 2.0364 1.3614
H -5.3605 0.1190 4.2615
*
```

Record 2
Here is 10 unconnected molecules or ions with the total composition C26H76N8O14 at a distorted geometry from the OMol25 dataset. Energies are from ωB97M-V/def2-TZVPD.

The calculation puts the HOMO energy at -8.41 eV. The calculation puts the orbital gap at 8.560 eV.

Geometry as ORCA input:
```
! RIJCOSX wB97M-V def2-TZVPD def2/J DEFGRID3
* xyz 0 1
C 21.3214 -1.4871 -3.2383
O 20.6655 -1.4745 -2.2291
N 22.5505 -1.9865 -3.1026
N 21.1909 -1.0365 -4.4594
H 23.2667 -2.1027 -3.8052
H 22.7003 -2.3846 -2.1866
H 20.3518 -0.5715 -4.7753
H 22.1176 -1.0443 -4.8610
C 17.9986 0.1096 -9.4159
O 18.4816 1.2016 -9.5351
N 18.3473 -0.9602 -9.9818
N 17.1650 -0.1065 -8.4074
H 17.9028 -1.8373 -9.7513
H 19.0966 -0.8724 -10.6533
H 16.7629 -0.9773 -8.0910
H 16.9192 0.7025 -7.8550
C 28.2689 5.0700 -6.4105
O 28.7678 4.1062 -7.2968
C 29.4277 4.5747 -8.4786
C 29.6481 3.5183 -9.4639
N 28.4754 2.9282 -10.1679
C 27.8569 3.8893 -10.9796
C 26.4897 3.4822 -11.5061
O 26.5028 2.4662 -12.4877
C 25.2123 2.0163 -12.8756
H 28.9800 5.8516 -6.1431
H 27.9767 4.5018 -5.5274
H 27.4000 5.6085 -6.7888
H 30.4399 4.9151 -8.2606
H 28.8787 5.4603 -8.7987
H 30.1965 2.7023 -8.9934
H 30.4231 3.7690 -10.1882
H 28.7033 2.1076 -10.7108
H 28.4327 4.0372 -11.8932
H 27.6915 4.8874 -10.5739
H 26.0188 4.4008 -11.8563
H 25.7703 3.2977 -10.7083
H 24.5767 2.7802 -13.3235
H 24.8110 1.4643 -12.0257
H 25.4905 1.5060 -13.7978
C 5.6440 0.7215 -1.4913
O 4.9326 1.2348 -2.5592
C 5.7085 2.0299 -3.4127
C 6.0376 1.4310 -4.8073
N 7.1594 2.0176 -5.6062
C 7.8146 1.1423 -6.5293
C 9.1291 0.4994 -5.9803
O 10.2395 1.3205 -5.8416
C 10.6045 1.9353 -7.1480
H 6.4074 0.0473 -1.8796
H 5.0709 0.2079 -0.7194
H 6.0797 1.5326 -0.9079
H 6.6354 2.2700 -2.8918
H 5.1640 2.9355 -3.6798
H 5.2521 1.6691 -5.5246
H 6.1230 0.3641 -4.6015
H 6.6386 2.7158 -6.1175
H 8.0559 1.6887 -7.4411
H 7.1304 0.3776 -6.8970
H 9.3589 -0.3707 -6.5954
H 8.7996 0.1940 -4.9872
H 11.6837 2.0779 -7.2033
H 10.0627 2.8748 -7.2577
H 10.3720 1.3038 -8.0054
C 17.0849 -4.4286 -8.6677
O 18.3475 -4.2636 -9.1976
C 19.2829 -5.2323 -8.7747
C 20.5942 -4.8482 -9.4784
N 21.3061 -3.7906 -8.8171
C 22.5066 -3.2825 -9.5059
C 23.0799 -1.9426 -9.0488
O 23.5008 -1.7607 -7.6594
C 23.9653 -0.4015 -7.3545
H 17.0877 -4.8527 -7.6636
H 16.7125 -5.2128 -9.3267
H 16.4936 -3.5132 -8.6472
H 19.0165 -6.2748 -8.9487
H 19.3440 -5.0976 -7.6948
H 20.3442 -4.7371 -10.5335
H 21.2236 -5.7377 -9.5054
H 20.8745 -3.1832 -8.1353
H 22.3590 -3.4032 -10.5791
H 23.3503 -3.7997 -9.0489
H 22.2991 -1.2468 -9.3558
H 23.9806 -1.7482 -9.6311
H 24.6001 -0.4566 -6.4701
H 23.1598 0.2550 -7.0251
H 24.6075 0.1549 -8.0372
C 19.7471 -4.1294 -19.6613
O 19.9284 -2.6866 -19.8264
C 19.2278 -1.9307 -18.8406
C 19.5790 -0.5236 -18.9823
N 18.9554 0.3744 -17.9464
C 19.3355 1.7255 -18.0864
C 18.9370 2.6644 -16.9757
O 19.4839 2.1341 -15.7633
C 19.6303 3.0099 -14.6810
H 19.9066 -4.6611 -20.5993
H 18.7711 -4.3592 -19.2339
H 20.5488 -4.4073 -18.9772
H 19.3658 -2.1685 -17.7859
H 18.1601 -2.0905 -18.9907
H 19.4013 -0.1239 -19.9807
H 20.6379 -0.5564 -18.7260
H 19.1763 0.0956 -17.0011
H 18.9824 2.0852 -19.0529
H 20.4053 1.9040 -18.1945
H 17.8654 2.8613 -17.0081
H 19.4946 3.5926 -17.1010
H 18.6419 3.3473 -14.3689
H 19.9469 4.0043 -14.9955
H 20.2985 2.6807 -13.8852
O 19.4838 5.3734 -7.6618
H 19.4170 5.2692 -6.7126
H 19.6265 4.4860 -7.9911
O 16.6522 0.8001 -2.9822
H 16.1624 -0.0167 -3.0786
H 17.2184 0.6524 -2.2247
O 18.8262 4.2164 -4.0067
H 19.4304 4.2455 -3.2649
H 18.3488 3.3942 -3.8951
O 13.7653 -1.6319 -4.9824
H 13.4231 -0.7711 -5.2236
H 13.0437 -2.0553 -4.5173
*
```

no.,molar mass (g/mol)
1,664.92
2,724.94